Density functional theory data (ωB97M-V/def2-TZVPD) for a cluster of 13 separate species, C52H140N10O16 in total at a distorted geometry.

```
218
Properties=species:S:1:pos:R:3:forces:R:3
C -0.85037 -5.60097 3.18846 0.23 -0.15 1.34
C -0.43151 -6.03647 4.62419 -0.21 -0.39 -1.70
O -0.27483 -4.90540 5.41639 0.61 1.00 0.72
H -0.34266 -4.68764 2.87837 0.03 0.21 0.33
H -1.92307 -5.41633 3.24625 0.00 -0.23 -0.80
H -0.47194 -6.34699 2.48964 -0.83 -0.22 -0.13
H 0.49036 -6.59807 4.47295 0.19 -0.10 0.59
H -1.19140 -6.63767 5.12340 0.00 -0.54 -0.49
H 0.25882 -5.14268 6.17831 -0.02 0.05 0.20
C -0.98220 -4.63987 -1.96367 -1.07 0.22 -0.15
C -0.29393 -4.66989 -0.65280 -0.08 -0.74 1.55
O 0.56536 -3.57260 -0.39887 0.48 -0.40 -0.66
H -1.68172 -5.47283 -2.03395 0.29 -0.39 -0.09
H -0.25177 -4.67953 -2.77176 -0.25 0.15 -0.13
H -1.66025 -3.78822 -2.01886 0.28 0.45 -0.38
H 0.19823 -5.63986 -0.58187 0.96 0.22 -0.04
H -0.93701 -4.72945 0.22527 -0.78 0.03 -0.29
H 0.05693 -2.90213 0.06326 -0.18 0.29 0.37
C -0.25749 0.65767 0.51479 0.13 -1.14 -0.16
C 0.51080 -0.58528 1.01298 0.43 1.68 0.18
O -0.38725 -1.54914 1.49645 -0.62 -0.46 -0.63
H 0.39707 1.40962 0.07409 0.03 -0.06 0.10
H -0.85906 1.10739 1.30470 0.02 0.00 0.06
H -0.90631 0.26628 -0.26876 -0.33 0.36 -0.14
H 1.18577 -0.27057 1.80889 0.21 -0.08 0.13
H 1.13021 -0.97790 0.20658 0.09 -0.16 -0.13
H -0.07984 -1.90995 2.33126 -0.15 -0.05 0.63
C 7.64880 8.18286 4.66626 -0.90 1.21 -0.43
O 6.76832 7.28991 4.03057 -0.98 0.27 0.16
C 5.44805 7.86065 3.78867 0.10 -2.61 -0.95
C 4.70045 6.74670 2.91242 -0.52 2.67 0.54
N 3.97392 5.74425 3.64866 0.60 0.01 0.60
C 4.96160 4.83168 4.12997 0.01 -1.92 1.55
C 4.36509 3.54249 4.71420 -0.05 -0.11 -0.49
O 3.61184 2.90553 3.65032 0.12 0.14 0.73
C 3.06074 1.65174 3.98717 0.44 -0.01 0.56
H 7.60094 9.10294 4.08381 0.41 0.42 -0.10
H 8.69043 7.86203 4.67961 -0.34 -0.47 0.14
H 7.24076 8.46921 5.63560 0.42 -0.24 0.48
H 5.47176 8.85348 3.33941 0.58 -0.11 -0.75
H 4.79088 8.04900 4.63764 0.43 -0.51 0.87
H 5.35268 6.23067 2.20785 0.37 0.65 -0.35
H 3.90548 7.32965 2.44734 0.18 -0.01 -0.80
H 3.49931 5.23754 2.91511 -0.54 0.06 -0.13
H 5.60703 5.27737 4.88686 -0.12 0.16 0.07
H 5.64121 4.47865 3.35434 0.24 0.07 -0.47
H 3.76856 3.65287 5.61977 -0.60 0.48 -0.17
H 5.16602 2.89076 5.06329 0.36 -0.28 -0.38
H 2.39052 1.67214 4.84652 -0.17 0.42 0.25
H 3.87719 0.99099 4.27856 0.02 -0.45 -0.24
H 2.47266 1.24704 3.16348 0.31 0.13 -0.28
C -3.38986 -0.55428 3.27678 0.24 0.29 0.35
O -4.61946 -0.17640 2.64547 0.14 -0.07 -0.54
C -4.38712 0.79598 1.63234 -1.35 -0.09 0.78
C -5.77226 1.35030 1.15418 2.14 0.11 -1.45
N -6.37924 0.62880 0.02116 -0.31 -1.26 3.31
C -6.54125 -0.82024 0.21620 -0.48 -0.03 -2.21
C -7.36428 -1.37571 -0.96276 -1.26 0.07 -0.24
O -8.66463 -0.76437 -0.97253 1.32 0.95 2.11
C -9.48891 -1.02279 -2.04176 -0.49 -0.29 -2.12
H -2.61554 -0.77176 2.54110 0.14 0.05 -0.03
H -3.48270 -1.41778 3.93546 -0.68 -0.19 -0.42
H -3.07852 0.23737 3.95830 0.23 0.33 -0.24
H -3.76927 0.42049 0.81664 -0.08 -0.23 -0.31
H -3.85440 1.66003 2.02950 0.09 0.12 0.22
H -5.55846 2.35606 0.79245 -0.35 0.21 0.02
H -6.50825 1.41854 1.95528 -0.16 -0.20 0.16
H -7.22983 1.05992 -0.31160 -0.32 0.33 -0.98
H -7.05838 -0.96236 1.16513 -0.05 0.13 0.30
H -5.57902 -1.33099 0.25287 0.15 0.23 0.24
H -7.54099 -2.45015 -0.91323 0.52 -0.16 0.29
H -6.85253 -1.16771 -1.90241 0.20 0.04 -0.18
H -10.46928 -0.55064 -1.97797 0.13 0.01 0.82
H -9.64270 -2.08361 -2.23953 0.03 -0.24 0.25
H -9.08674 -0.59688 -2.96098 0.36 -0.01 -0.27
C 2.34641 1.89032 -8.41062 0.96 0.79 0.03
O 1.22517 1.37301 -7.74681 -0.68 -0.48 -0.39
C 1.07120 1.77135 -6.37823 -0.53 0.04 -0.67
C -0.42376 1.63825 -5.95345 -0.08 0.71 0.78
N -0.88781 2.52031 -4.85605 0.81 0.32 -0.60
C -0.26077 2.33213 -3.56054 0.01 1.60 -0.16
C -0.90389 3.26364 -2.50112 0.26 -1.58 -0.75
O -2.01853 2.50912 -1.99746 -0.29 2.33 1.59
C -2.87590 3.35804 -1.14978 0.50 -1.29 -0.68
H 2.34467 2.98005 -8.43506 -0.08 0.32 0.46
H 2.47621 1.66532 -9.46922 -1.04 -0.78 -0.02
H 3.30152 1.56584 -7.99762 0.07 -0.08 0.56
H 1.43801 2.79486 -6.30086 -0.09 0.18 0.40
H 1.65991 1.08415 -5.77056 0.26 0.22 0.29
H -0.57727 0.61302 -5.61665 -0.10 -0.54 -0.40
H -1.13278 1.91248 -6.73459 0.49 -0.48 -0.52
H -1.89710 2.48490 -4.84246 -0.05 -0.19 0.26
H 0.75614 2.71067 -3.66400 0.36 -0.38 0.02
H -0.23530 1.28871 -3.24631 0.01 -0.17 0.40
H -1.21080 4.19236 -2.98213 -0.30 0.02 -0.16
H -0.20171 3.54009 -1.71460 0.01 -0.28 0.31
H -2.40157 3.69444 -0.22786 0.42 -0.21 -0.07
H -3.70050 2.68746 -0.90799 -0.27 0.20 0.05
H -3.22201 4.24251 -1.68459 -0.07 -0.09 -0.23
C -3.12910 -0.66553 -2.42302 0.45 -2.45 -0.28
C -3.22797 -0.22442 -3.85874 0.74 0.96 -0.14
C -4.09740 -1.06746 -4.79048 -0.14 0.08 0.92
O -3.69804 -2.41723 -4.89119 -0.39 -0.37 0.73
C -2.64225 -2.66692 -5.79455 -0.39 0.14 -0.21
N -3.57663 1.18321 -3.80989 -0.58 0.13 -1.89
H -3.96681 -0.43035 -1.76649 -0.08 0.69 -0.09
H -2.14960 -0.36718 -2.04928 -0.33 0.26 0.48
H -3.14090 -1.75537 -2.43689 0.36 -0.39 0.21
H -2.22859 -0.28769 -4.28925 0.29 0.15 0.09
H -4.19750 -0.66103 -5.79691 -0.04 0.47 0.10
H -5.03702 -1.03792 -4.23882 -0.75 -0.46 -0.56
H -2.93397 -2.30583 -6.78076 0.32 0.47 -0.17
H -2.52369 -3.73991 -5.94532 0.02 -0.02 0.54
H -1.72655 -2.21297 -5.41569 0.26 -0.04 -0.36
H -4.54417 1.32639 -3.55796 -0.10 0.03 0.13
H -2.95436 1.67040 -3.18098 -0.21 0.09 0.23
C -0.35579 0.07148 5.26257 0.25 0.88 -0.21
C 0.23662 -1.30753 5.32935 -0.66 -0.40 0.00
C 0.32001 -1.88500 6.77220 0.91 1.40 -1.49
O 1.29279 -1.06116 7.38760 0.01 -0.31 1.39
C 1.57567 -1.43782 8.75662 0.45 -0.24 -1.00
N -0.61020 -2.13899 4.48600 -0.27 -0.60 -0.01
H -0.42281 0.36717 4.21559 0.13 0.07 -0.18
H 0.20410 0.84960 5.78137 0.02 -0.19 0.15
H -1.38670 0.08875 5.61616 -0.06 -0.16 0.36
H 1.17298 -1.36875 4.77476 0.63 0.37 0.79
H 0.61228 -2.93202 6.69209 0.32 -0.15 0.29
H -0.66150 -1.84153 7.24427 -0.20 0.15 0.22
H 2.54933 -1.06055 9.06926 -0.05 0.37 -0.37
H 1.69874 -2.52079 8.74549 -0.35 -0.19 0.51
H 0.84179 -1.07146 9.47446 -0.30 -0.22 -0.17
H -0.34136 -3.08431 4.71883 -0.06 -0.56 -0.35
H -1.54154 -2.07794 4.87199 -0.51 0.00 -0.11
C 4.21902 0.64138 0.16295 0.55 0.74 1.68
C 3.33365 0.76100 -1.02969 0.62 1.50 -1.70
C 3.66853 2.01906 -1.90280 -0.76 -0.45 -0.02
O 3.34866 3.23083 -1.23483 0.79 -1.02 1.08
C 3.48494 4.38154 -1.99388 -0.67 -0.13 -1.48
N 3.53350 -0.40354 -1.82996 0.66 -0.30 -0.52
H 5.19179 0.16762 0.03110 -0.28 -0.47 -0.80
H 3.73326 0.10771 0.97985 -0.05 -0.03 0.11
H 4.55024 1.61001 0.53732 -0.55 0.33 0.26
H 2.26265 0.83278 -0.84020 -0.11 0.50 0.86
H 3.02666 1.96611 -2.78218 -0.30 -0.12 -0.37
H 4.67967 2.00816 -2.30971 0.40 0.00 0.43
H 3.21222 5.26738 -1.42030 0.17 -0.19 0.09
H 2.77700 4.22445 -2.80766 -0.35 0.70 -0.48
H 4.44109 4.50503 -2.50243 0.45 -0.03 0.43
H 3.35406 -1.17507 -1.20336 0.14 -0.67 -0.16
H 2.92449 -0.47459 -2.63256 -0.38 0.24 0.32
C 3.32291 -2.27587 -6.78651 0.70 0.40 0.10
C 3.21585 -1.51966 -5.43259 -1.10 -0.18 -1.02
C 1.75770 -1.72113 -5.00692 0.12 0.76 2.02
O 1.61800 -1.07879 -3.70091 0.71 -0.34 -1.75
C 0.44743 -1.37980 -3.04433 -0.45 0.08 0.33
N 4.19250 -1.90881 -4.42893 -0.23 -0.90 -0.45
H 2.92528 -3.29043 -6.81247 0.10 -0.15 0.52
H 4.36916 -2.30559 -7.09079 0.00 -0.10 -0.03
H 2.77264 -1.75935 -7.57296 -0.04 0.29 0.10
H 3.35865 -0.46346 -5.66095 0.08 0.12 0.09
H 1.53926 -2.77882 -4.85963 0.06 -0.33 -0.09
H 0.98082 -1.29857 -5.64411 0.19 0.10 -0.51
H 0.52317 -0.85099 -2.09421 -0.35 -0.09 0.19
H 0.31081 -2.44599 -2.86360 0.11 -0.11 0.07
H -0.40750 -1.01627 -3.61446 -0.36 0.11 0.02
H 3.92043 -2.83009 -4.11699 0.26 -0.67 -0.14
H 4.13273 -1.40081 -3.55803 0.11 0.78 -0.15
C 5.40021 -2.91752 0.94806 0.13 0.11 0.50
C 4.02846 -3.55724 0.76971 1.10 -0.95 0.40
C 3.17127 -3.56185 2.02448 -0.04 0.55 -0.56
O 3.71572 -4.37489 3.05572 -0.43 0.48 -0.67
C 2.84041 -4.44647 4.15491 0.17 -0.57 0.14
N 3.40497 -2.92521 -0.37987 -0.59 0.41 0.41
H 5.80435 -2.70660 -0.04204 0.24 0.06 0.13
H 6.13467 -3.45042 1.55195 -0.19 -0.58 -0.25
H 5.30866 -1.98633 1.50717 -0.27 0.35 -0.31
H 4.09582 -4.58727 0.41957 0.63 -0.60 0.85
H 2.17252 -3.84682 1.69376 -0.36 -0.70 0.30
H 3.02884 -2.53441 2.35942 0.25 0.44 0.35
H 3.24478 -5.20408 4.82619 0.01 0.01 0.04
H 1.84122 -4.76112 3.85373 -0.13 0.00 -0.14
H 2.74388 -3.51909 4.71948 0.12 0.39 -0.09
H 2.48073 -3.32591 -0.45285 -0.41 0.05 -0.35
H 3.94482 -3.31557 -1.13900 -0.09 0.34 -0.56
C 0.93250 4.43287 2.82791 -0.23 0.03 -0.77
C 1.33938 4.32785 1.33707 0.02 -0.11 0.42
C 0.77954 5.40266 0.41534 -0.41 -0.25 0.36
O -0.63298 5.28236 0.51862 -0.18 0.74 -0.09
C -1.35875 6.25418 -0.22660 -0.39 -0.55 1.37
N 2.78508 4.25284 1.25750 -0.23 0.68 0.25
H 1.36674 3.59701 3.37643 0.11 0.12 -0.04
H -0.14796 4.34213 2.93959 -0.04 0.27 -0.05
H 1.29573 5.36289 3.26522 -0.08 -0.01 0.08
H 0.86555 3.42633 0.94868 -0.13 -0.48 -0.07
H 1.06298 5.18461 -0.61433 0.26 -0.06 -0.27
H 1.10866 6.41844 0.63433 0.09 0.13 0.32
H -1.18166 6.09909 -1.29087 -0.32 0.40 -0.11
H -1.25835 7.27975 0.12871 1.15 0.27 -0.32
H -2.38006 6.12481 0.13157 -0.42 -0.57 -0.85
H 3.09699 3.64247 1.99930 0.29 -0.25 -0.17
H 3.11588 3.91933 0.36338 -0.07 -0.23 0.21
C -6.01119 -4.54017 -2.76261 0.26 0.02 0.67
C -5.11527 -4.98055 -1.55471 0.88 -0.60 -0.77
C -4.61498 -3.88353 -0.62217 0.00 -0.03 -0.11
O -3.65410 -4.37815 0.32781 -2.24 -0.20 -0.79
C -3.17023 -3.32174 1.10759 1.04 -0.53 -0.25
N -5.63563 -6.17269 -0.93196 -0.76 -0.56 1.28
H -6.07177 -5.31628 -3.52555 0.32 -0.13 0.20
H -5.69009 -3.62701 -3.26374 0.36 0.05 0.11
H -7.05096 -4.38384 -2.47529 -0.09 0.02 0.41
H -4.18220 -5.42966 -1.89498 0.27 0.60 -0.98
H -5.45698 -3.38851 -0.13833 -0.30 -0.15 0.66
H -4.15403 -3.09413 -1.21585 0.30 0.09 -0.27
H -2.57297 -2.74121 0.40447 0.43 0.66 0.54
H -2.57316 -3.82333 1.86917 0.32 0.52 -0.01
H -3.89169 -2.68472 1.61924 -0.56 -0.10 -0.16
H -4.91477 -6.60484 -0.37186 0.62 -0.24 -0.38
H -6.28389 -6.00961 -0.17481 -0.90 0.53 -0.18
```
Positions in Å, forces in eV/Å.

Properties
total charge: +1
HOMO energy (spin up / spin down): -9.8 / -9.8 eV
LUMO level (spin up / spin down): -2.5 / -7.5 eV
multiplicity: 2

Density functional theory data (ωB97M-V/def2-TZVPD) for a structure of composition C20H13CaFN5O8S at a distorted geometry.

```
49
Properties=species:S:1:pos:R:3:forces:R:3
Ca 0.52996 0.29765 0.38378 -1.37 1.43 -0.80
O -0.86740 -3.22175 4.73237 0.34 -0.14 -0.29
C -1.86529 -2.37368 4.70454 -0.18 0.10 0.13
O -2.75648 -2.38579 5.52804 0.01 0.06 0.00
C -1.87400 -1.34940 3.62121 0.07 0.24 -0.23
C -2.75308 -0.28205 3.57133 0.27 -0.45 0.10
N -2.46073 0.41504 2.46186 -0.19 0.03 0.29
N -1.45464 -0.12651 1.78281 0.02 0.24 -0.45
C -1.06963 -1.19171 2.45893 -0.41 -0.18 0.57
C 0.06828 -2.02039 1.90655 -0.29 -0.75 0.65
O 0.51374 -2.94100 2.61454 -0.06 -0.03 0.24
O 0.44476 -1.71315 0.76404 0.16 -1.96 -0.10
H -0.23724 -3.13331 3.91412 -0.33 0.11 0.20
H -3.53395 -0.00523 4.25119 -0.14 0.04 0.09
H -2.89655 1.26477 2.13692 0.15 -0.16 0.03
S 1.77645 1.38894 -4.08782 -0.13 -0.26 0.51
C 2.78967 0.07186 -3.66723 0.05 0.13 -0.13
C 2.58863 -0.36887 -2.39342 0.14 0.01 -0.46
C 1.57235 0.31906 -1.67885 0.22 0.17 -0.59
C 1.02897 1.29256 -2.46812 0.92 -0.44 -0.84
C -0.05779 2.16271 -2.13248 -0.61 0.61 -0.25
C -0.39988 3.27778 -2.92163 -0.01 -0.15 0.11
C -1.44600 4.08553 -2.54020 0.03 -0.12 0.11
C -2.13152 3.78281 -1.36772 -0.05 -0.02 0.02
C -1.74183 2.65577 -0.66444 -0.37 0.38 -0.04
N -0.76145 1.85411 -1.03174 0.05 0.01 -0.37
H 3.47887 -0.30895 -4.39941 0.17 -0.07 -0.11
H 3.14510 -1.20124 -1.98592 0.08 -0.05 0.02
H 0.16326 3.48060 -3.82203 0.02 0.05 0.02
H -1.72615 4.94226 -3.13968 0.01 0.03 0.01
H -2.94341 4.40420 -1.02001 -0.05 -0.03 0.06
H -2.25126 2.37555 0.24896 -0.08 0.05 0.08
F 4.37026 1.76376 5.74288 0.03 0.25 -0.09
C 4.34293 2.69058 4.76438 -0.22 -0.43 -0.28
C 3.82677 2.37631 3.55694 0.39 -0.17 1.12
N 3.78388 3.27283 2.53764 0.01 0.46 -0.03
C 3.19869 2.90704 1.26234 -0.57 -0.32 -0.77
C 1.88223 2.08489 1.41500 1.79 2.03 0.34
O 0.82422 2.61326 1.08459 -0.87 0.44 -0.18
O 2.01402 0.91550 1.81663 0.92 -1.12 1.23
C 4.31658 4.53977 2.66967 0.02 -0.10 0.07
O 4.35655 5.35316 1.77561 -0.01 0.25 -0.25
N 4.82019 4.82096 3.92318 0.14 0.23 0.16
C 4.88745 4.00490 5.05086 -0.11 -0.11 -0.26
O 5.35911 4.41220 6.08803 0.06 -0.07 0.19
H 3.41278 1.39709 3.34487 0.03 0.06 0.04
H 3.89404 2.27424 0.69982 0.00 0.16 0.01
H 2.99716 3.82504 0.70776 0.09 -0.23 0.16
H 5.21717 5.74889 4.02981 -0.13 -0.21 -0.06
```
Positions in Å, forces in eV/Å.

Properties
total charge: -1
relative energy (zero: lowest compared OMol25 entry of this formula, charge and spin): 114.3 kJ/mol
HOMO energy: -5.5 eV
LUMO level: 2.3 eV

Density functional theory data (ωB97M-V/def2-TZVPD) for a cluster of 2 separate species, C4H13N2O2 in total at a distorted geometry.

```
21
Properties=species:S:1:pos:R:3:forces:R:3
C -0.14501 -0.74193 0.50180 -0.48 0.14 0.24
C -1.42384 -1.36266 -0.09926 -0.65 0.32 0.19
C -2.34769 -0.38921 -0.87324 0.73 1.87 2.47
N -1.00588 -2.39209 -1.11927 1.07 1.86 -0.71
H 0.35609 -1.44366 1.19193 -0.23 0.33 -0.26
H 0.57061 -0.44679 -0.27415 -0.18 -0.06 -0.06
H -0.41807 0.17586 1.06359 0.13 -0.67 -0.23
H -1.95727 -1.96407 0.67422 0.21 0.66 -0.52
H -1.76146 0.10998 -1.64259 -0.02 0.05 -0.19
H -2.71861 0.45812 -0.16262 0.67 -1.60 -1.19
H -3.21363 -0.84032 -1.28994 -0.72 -0.59 -0.37
H -0.35177 -3.02085 -0.72299 0.75 -1.25 0.36
H -1.75662 -2.83375 -1.56825 -1.77 -1.39 -0.19
H -0.56555 -1.94632 -1.93566 0.41 0.24 0.43
N 2.54445 1.60650 1.25692 0.70 -1.01 -0.15
C 2.70407 2.93379 0.87224 0.78 1.21 0.02
O 1.55284 3.49244 0.44777 -0.33 -0.19 -0.07
O 3.70136 3.60285 0.95526 -0.55 -1.12 -0.02
H 3.42602 1.11278 1.33024 0.18 0.42 0.40
H 1.95844 1.00244 0.69368 -0.26 0.60 -0.08
H 0.85155 2.88692 0.70030 -0.45 0.17 -0.07
```
Positions in Å, forces in eV/Å.

Properties
total charge: +1
relative energy (zero: lowest compared OMol25 entry of this formula, charge and spin): 182.8 kJ/mol
HOMO energy: -12.9 eV
LUMO level: -4.0 eV